1.
The following is a DFT calculation (the ωB97M-V functional and the def2-TZVPD basis) of an isolated molecule of C5H6N2OS at a distorted geometry.

For the total energy, the calculation gives -21142.6431 eV. The LUMO energy (spin up / spin down) comes out at -0.56 / -0.56 eV. As for the SMILES: C=c1[nH]/c(=C/O)[nH]c1=S. For the gap between HOMO and LUMO (spin up / spin down), the calculation gives 7.450 / 7.449 eV.

Last column: natural (NBO) charge in e.
Cartesian coordinates (Å):
C (-0.8127, 1.2250, -0.4356)  0.053
C (-1.8123, 0.1967, -0.5170)  0.100
C (0.1515, -0.7236, 0.0675)  0.299
C (-1.0690, 2.5146, -0.5555)  -0.412
C (0.9247, -1.6628, 0.6336)  -0.048
N (0.2726, 0.6125, 0.0532)  -0.561
N (-1.0975, -1.0067, -0.3087)  -0.556
O (0.2016, -3.0431, 0.7539)  -0.775
S (-3.4764, 0.3228, -0.7752)  -0.097
H (-0.3078, 3.2705, -0.6437)  0.203
H (-2.0739, 2.7875, -0.8566)  0.236
H (1.9347, -1.5514, 0.9052)  0.193
H (1.0941, 1.2759, 0.2884)  0.427
H (-1.2606, -1.9437, -0.1508)  0.451
H (0.0906, -3.3627, 1.7054)  0.489

=====

2.
The following is a DFT calculation (the ωB97M-V functional and the def2-TZVPD basis) of an isolated molecule of C6H12O at a distorted geometry.

For the total energy, the calculation gives -8462.7895 eV. The LUMO energy comes out at 1.07 eV. As for the SMILES: CCC/C=C/CO. For the gap between HOMO and LUMO, the calculation gives 10.563 eV.

Last column: natural (NBO) charge in e.
Cartesian coordinates (Å):
C (1.0110, -2.0334, -0.2671)  -0.624
C (1.6308, -0.7283, -0.7526)  -0.386
C (1.4857, 0.4365, 0.2414)  -0.445
C (-2.2715, 1.3857, 0.2121)  -0.106
O (-2.9837, 0.2094, 0.6489)  -0.719
C (-0.8917, 1.0737, -0.2558)  -0.226
C (0.0492, 0.7121, 0.6155)  -0.172
H (-0.0677, -1.9665, -0.4512)  0.210
H (1.1368, -2.2944, 0.7829)  0.208
H (1.2796, -2.8581, -0.9323)  0.213
H (2.6879, -0.8913, -0.9972)  0.201
H (1.1780, -0.3907, -1.6885)  0.197
H (1.8688, 1.3589, -0.2016)  0.216
H (2.1525, 0.2626, 1.0848)  0.208
H (-2.9232, 1.7238, -0.5879)  0.189
H (-2.3079, 2.1087, 1.0320)  0.169
H (-2.3573, -0.3522, 1.1231)  0.464
H (-0.5716, 1.2799, -1.2745)  0.203
H (-0.1057, 0.9636, 1.6680)  0.199

=====

3.
The following is a DFT calculation (the ωB97M-V functional and the def2-TZVPD basis) of a structure of composition C32H29FFeN2O4P2.

For the total energy, the calculation gives -100504.3458 eV. The spin multiplicity is 6. As for the total charge: +1. The LUMO energy (spin up / spin down) comes out at -2.31 / -4.65 eV. For the gap between HOMO and LUMO (spin up / spin down), the calculation gives 8.937 / 7.395 eV.

Last column: Mulliken charge in e.
Cartesian coordinates (Å):
Fe (0.3902, 0.3771, 0.4275)  0.640
C (-1.5919, -1.7619, -2.2546)  -1.052
C (-1.5406, -0.2274, -2.3590)  -1.088
P (-1.8670, 0.5708, -0.7475)  2.385
C (-3.6265, 1.0049, -0.7298)  0.499
C (-4.5442, -0.0183, -0.4842)  -0.287
C (-5.9039, 0.2423, -0.5435)  -0.778
C (-6.3492, 1.5250, -0.8314)  -0.632
C (-5.4371, 2.5456, -1.0592)  -0.735
C (-4.0739, 2.2936, -1.0077)  -0.544
C (-1.0315, 2.1924, -0.7938)  -0.339
C (-0.4443, 2.7477, -1.9372)  -0.735
C (0.0919, 4.0189, -1.8903)  -0.744
C (0.0574, 4.7527, -0.7070)  -0.587
C (-0.5190, 4.2163, 0.4319)  -0.897
C (-1.0667, 2.9402, 0.3923)  0.102
C (-0.3544, -2.3982, -1.6151)  -1.163
P (-0.1414, -2.0377, 0.1643)  1.832
C (-1.6007, -2.6832, 1.0066)  0.790
C (-1.9092, -4.0402, 0.8919)  -0.664
C (-3.0273, -4.5496, 1.5285)  -0.748
C (-3.8313, -3.7129, 2.2964)  -0.558
C (-3.5130, -2.3712, 2.4353)  -0.660
C (-2.3973, -1.8524, 1.7901)  -0.482
C (1.2304, -3.0660, 0.7294)  0.629
C (1.4538, -3.1228, 2.1079)  -0.529
C (2.5353, -3.8239, 2.6104)  -0.649
C (3.4047, -4.4738, 1.7398)  -0.633
C (3.1845, -4.4251, 0.3721)  -0.752
C (2.0997, -3.7202, -0.1375)  -0.733
H (-1.6833, -2.1633, -3.2648)  0.513
H (-2.4880, -2.0874, -1.7176)  0.229
H (-2.2774, 0.1278, -3.0804)  0.560
H (-0.5473, 0.0855, -2.6841)  0.508
H (-4.1977, -1.0153, -0.2358)  0.163
H (-6.6140, -0.5518, -0.3557)  0.451
H (-7.4102, 1.7319, -0.8721)  0.398
H (-5.7860, 3.5460, -1.2774)  0.434
H (-3.3718, 3.0967, -1.1861)  0.377
H (-0.3997, 2.1875, -2.8606)  0.379
H (0.5415, 4.4436, -2.7777)  0.442
H (0.4830, 5.7470, -0.6785)  0.413
H (-0.5484, 4.7846, 1.3517)  0.472
H (-1.5252, 2.5279, 1.2827)  0.482
H (0.5528, -2.0581, -2.1203)  0.594
H (-0.4083, -3.4854, -1.7147)  0.627
H (-1.2708, -4.7001, 0.3152)  0.333
H (-3.2677, -5.6002, 1.4360)  0.443
H (-4.7007, -4.1149, 2.7997)  0.440
H (-4.1239, -1.7261, 3.0528)  0.514
H (-2.1350, -0.8092, 1.9206)  0.355
H (0.7703, -2.6256, 2.7889)  0.418
H (2.7017, -3.8669, 3.6789)  0.479
H (4.2496, -5.0237, 2.1326)  0.441
H (3.8527, -4.9410, -0.3048)  0.435
H (1.9454, -3.6905, -1.2084)  0.337
O (2.7807, 0.1628, 5.7539)  -0.536
C (3.6832, -0.2226, 4.8657)  0.474
O (4.7831, -0.5993, 5.1679)  -0.574
C (3.2792, -0.2011, 3.4264)  0.634
C (4.1173, -0.6014, 2.4026)  -0.537
N (3.4329, -0.4914, 1.2540)  -0.285
N (2.1942, -0.0470, 1.4716)  -0.006
C (2.0843, 0.1379, 2.7785)  -0.149
C (0.7380, 0.6107, 3.2332)  0.901
O (0.5104, 0.7839, 4.4146)  -0.813
O (-0.1090, 0.7861, 2.2629)  -0.677
H (1.9284, 0.4346, 5.3375)  0.417
H (5.1364, -0.9482, 2.4451)  0.533
H (3.7326, -0.6947, 0.3133)  0.205
F (1.2913, 0.4306, -1.1450)  -0.715

=====

4.
The following is a DFT calculation (the ωB97M-V functional and the def2-TZVPD basis) of a structure of composition C18H27BNaO9P3Se2.

For the total energy, the calculation gives -201194.6760 eV. As for the total charge: -2. The LUMO energy comes out at 3.75 eV. For the gap between HOMO and LUMO, the calculation gives 4.964 eV.

Last column: natural (NBO) charge in e.
Cartesian coordinates (Å):
Na (-0.0416, 0.3839, 2.1473)  0.839
O (2.6371, 1.8291, 2.0686)  -1.028
P (2.7094, 0.7143, 3.2788)  2.529
O (4.0992, 0.6660, 3.7838)  -1.165
O (1.9706, -0.4806, 2.7494)  -1.226
O (1.7257, 1.4250, 4.3474)  -1.136
P (0.4424, 0.7982, 5.1707)  2.538
O (0.9426, -0.7392, 5.4399)  -1.043
O (0.3249, 1.4979, 6.4676)  -1.164
O (-0.7111, 0.7539, 4.2043)  -1.238
H (3.1441, 2.6015, 2.3563)  0.484
H (1.2470, -1.0968, 4.5838)  0.509
C (-1.8863, -2.3172, 4.5564)  -0.794
Se (-0.9344, -2.6422, 2.8978)  0.308
C (-2.4487, -3.5177, 2.0166)  -0.587
C (-2.0382, -4.3537, 0.8125)  -0.574
Se (-1.8211, -3.2888, -0.8161)  0.335
C (-1.8392, -4.8653, -1.9722)  -0.816
H (-2.7575, -1.6958, 4.3606)  0.216
H (-1.2004, -1.7583, 5.1900)  0.275
H (-2.1710, -3.2577, 5.0268)  0.186
H (-3.1699, -2.7527, 1.7256)  0.222
H (-2.9093, -4.1607, 2.7681)  0.202
H (-2.8114, -5.0910, 0.5859)  0.196
H (-1.1053, -4.8813, 1.0153)  0.210
H (-1.0068, -5.5260, -1.7335)  0.203
H (-1.7322, -4.5118, -2.9966)  0.217
H (-2.7822, -5.4031, -1.8736)  0.196
O (-1.2098, 1.8075, 0.0092)  -0.727
B (-1.3752, 0.3764, -0.2382)  0.306
O (-2.0161, 0.3401, -1.5416)  -0.737
C (-2.1871, 1.6071, -1.9910)  0.312
C (-2.7246, 2.0432, -3.1828)  -0.300
C (-2.7676, 3.4236, -3.4071)  -0.255
C (-2.2947, 4.3170, -2.4538)  -0.252
C (-1.7545, 3.8639, -1.2467)  -0.253
C (-1.7050, 2.5028, -1.0402)  0.233
H (-3.0902, 1.3351, -3.9166)  0.205
H (-3.1801, 3.8009, -4.3360)  0.191
H (-2.3402, 5.3818, -2.6516)  0.193
H (-1.3671, 4.5477, -0.5018)  0.215
C (4.2118, -0.2525, -1.1507)  -0.934
P (2.4055, -0.4246, -0.7720)  0.900
C (2.0340, -1.8085, -1.9280)  -0.960
C (1.7978, 1.0061, -1.7558)  -0.328
C (2.1328, 2.2826, -1.2962)  -0.158
C (1.7067, 3.4174, -1.9692)  -0.238
C (0.9151, 3.3030, -3.1057)  -0.231
C (0.5502, 2.0443, -3.5544)  -0.209
C (0.9913, 0.9061, -2.8878)  -0.231
H (4.6004, 0.6172, -0.6187)  0.234
H (4.4105, -0.1439, -2.2205)  0.198
H (4.7334, -1.1321, -0.7676)  0.220
H (2.3675, -1.6257, -2.9540)  0.197
H (0.9602, -2.0094, -1.9094)  0.250
H (2.5389, -2.6980, -1.5445)  0.223
H (2.6980, 2.3759, -0.3771)  0.222
H (1.9667, 4.3974, -1.5855)  0.198
H (0.5490, 4.1883, -3.6115)  0.203
H (-0.1051, 1.9444, -4.4126)  0.205
H (0.6708, -0.0652, -3.2422)  0.212

=====

5.
The following is a DFT calculation (the ωB97M-V functional and the def2-TZVPD basis) of a structure of composition C42H43N5O2SeV.

For the total energy, the calculation gives -146828.1742 eV. The spin multiplicity is 3. As for the total charge: +1. The LUMO energy (spin up / spin down) comes out at -3.52 / -3.54 eV. For the gap between HOMO and LUMO (spin up / spin down), the calculation gives 4.187 / 4.175 eV.

Last column: Mulliken charge in e.
Cartesian coordinates (Å):
V (-0.0402, -0.6995, 0.3887)  -0.404
C (1.0179, -4.6858, -5.7074)  -1.523
C (0.7336, -3.6992, -4.6054)  0.293
C (0.3255, -2.4146, -4.8612)  -1.196
C (0.0854, -1.4870, -3.8240)  0.503
C (-0.4908, -0.2284, -4.1153)  -0.227
N (-0.7635, 0.6948, -3.2454)  0.748
C (-1.5439, 1.8969, -3.5169)  -0.391
C (-3.0497, 1.6065, -3.6083)  -1.128
C (-3.8606, 1.7985, -2.3358)  -0.549
N (-3.5965, 0.8252, -1.2674)  0.311
C (-4.4005, 0.7243, -0.2463)  -0.147
C (-4.1510, 0.0916, 0.9856)  0.668
C (-5.0983, 0.2829, 2.0188)  -0.813
C (-4.8245, -0.0320, 3.3232)  0.065
C (-5.8184, 0.1700, 4.4354)  -1.692
C (-3.5347, -0.5079, 3.5981)  -0.547
C (-2.5648, -0.7250, 2.6339)  1.192
C (-1.2670, -1.1855, 3.0963)  -0.487
N (-0.1918, -1.3270, 2.4196)  0.389
C (0.9631, -1.8786, 3.1341)  -0.849
C (1.5601, -3.0887, 2.4049)  -0.756
C (0.5750, -3.7958, 1.4806)  -1.171
N (0.4302, -3.0561, 0.2232)  -0.331
C (0.7096, -3.7113, -0.8344)  -0.213
C (0.6253, -3.2263, -2.2036)  0.457
C (0.8569, -4.0844, -3.2598)  -1.076
C (0.2852, -1.8808, -2.4713)  0.558
O (0.1458, -1.0226, -1.5347)  1.278
C (-2.8800, -0.5030, 1.2636)  0.453
O (-2.0782, -0.7653, 0.2989)  -0.890
H (0.7912, -4.2604, -6.6835)  0.368
H (0.4223, -5.5919, -5.5900)  0.366
H (2.0685, -4.9799, -5.7072)  0.345
H (0.1753, -2.0979, -5.8885)  0.399
H (-0.7802, -0.0199, -5.1439)  0.542
H (-0.4344, 0.5333, -2.2899)  -1.259
H (-1.1937, 2.3365, -4.4506)  0.590
H (-1.3197, 2.6004, -2.7124)  -0.089
H (-3.2128, 0.6046, -4.0148)  0.373
H (-3.4817, 2.2977, -4.3337)  0.446
H (-4.9172, 1.7177, -2.5925)  0.570
H (-3.6855, 2.8014, -1.9391)  0.331
H (-2.7014, 0.3427, -1.1689)  -0.372
H (-5.3387, 1.2668, -0.3399)  0.487
H (-6.0577, 0.7220, 1.7632)  0.374
H (-6.7806, 0.5005, 4.0479)  0.381
H (-5.4649, 0.9207, 5.1438)  0.355
H (-5.9804, -0.7557, 4.9887)  0.374
H (-3.2719, -0.7051, 4.6334)  0.506
H (-1.2370, -1.4361, 4.1577)  0.259
H (0.6405, -2.1773, 4.1332)  0.657
H (1.6764, -1.0623, 3.2690)  0.040
H (1.9172, -3.7954, 3.1542)  0.524
H (2.4387, -2.8166, 1.8161)  0.263
H (-0.4089, -3.8594, 1.9501)  0.314
H (0.9123, -4.8164, 1.2817)  0.623
H (1.0191, -4.7579, -0.7458)  0.294
H (1.1385, -5.1105, -3.0403)  0.513
N (2.0561, -0.2391, 0.6368)  0.964
C (2.6243, 0.2049, -0.5997)  -0.116
C (3.7040, -0.4770, -1.1436)  -1.044
C (4.2054, -0.1350, -2.3897)  -0.732
C (3.6241, 0.9088, -3.0948)  -1.177
C (2.5592, 1.5997, -2.5381)  -0.497
C (2.0361, 1.2673, -1.2889)  0.825
C (0.8846, 2.0177, -0.7216)  0.668
C (0.8391, 3.3995, -0.9248)  -0.294
C (-0.2095, 4.1611, -0.4345)  -1.211
C (-1.2273, 3.5425, 0.2754)  -0.912
C (-1.1831, 2.1684, 0.4794)  -0.325
C (-0.1406, 1.3710, -0.0013)  1.015
H (2.6475, -0.9699, 1.0163)  0.469
H (1.9615, 0.5132, 1.3814)  -0.900
H (4.1589, -1.2846, -0.5791)  0.488
H (5.0479, -0.6759, -2.7996)  0.471
H (4.0034, 1.1914, -4.0682)  0.443
H (2.1091, 2.4166, -3.0914)  0.494
H (1.6578, 3.8927, -1.4365)  0.583
H (-0.2112, 5.2342, -0.5768)  0.413
H (-2.0292, 4.1307, 0.7057)  0.513
H (-1.9660, 1.7341, 1.0918)  0.331
Se (1.1279, 1.5673, 3.2191)  -0.289
C (2.8053, 2.1853, 3.8844)  0.264
C (3.9609, 2.1533, 3.0990)  -0.029
C (5.1771, 2.6054, 3.5939)  -0.640
C (5.2680, 3.1041, 4.8856)  -0.461
C (4.1260, 3.1464, 5.6734)  -0.526
C (2.9093, 2.6930, 5.1805)  -0.638
H (3.9045, 1.7850, 2.0803)  0.322
H (6.0572, 2.5721, 2.9621)  0.374
H (6.2146, 3.4604, 5.2712)  0.361
H (4.1793, 3.5361, 6.6831)  0.351
H (2.0251, 2.7318, 5.8038)  0.344

=====

6.
The following is a DFT calculation (the ωB97M-V functional and the def2-TZVPD basis) of a structure of composition C3H2LiO2Tl at a distorted geometry.

For the total energy, the calculation gives -12127.9453 eV. The spin multiplicity is 2. As for the total charge: +1. The LUMO energy (spin up / spin down) comes out at -4.28 / -4.53 eV. For the gap between HOMO and LUMO (spin up / spin down), the calculation gives 7.441 / 9.000 eV.

Last column: natural (NBO) charge in e.
Cartesian coordinates (Å):
C (-0.0604, -2.2861, 0.6600)  -0.317
C (0.3273, -1.9521, -0.4504)  -0.190
H (-0.6642, -2.9153, 1.3010)  0.281
H (0.2886, -1.8486, -1.5263)  0.278
O (0.5391, 0.7170, -1.1662)  -0.664
C (0.6294, 1.8100, -0.6234)  0.722
O (0.0594, 2.2481, 0.4051)  -0.922
Tl (-1.2190, 0.1994, 0.4975)  0.831
Li (0.0998, 4.0276, 0.9029)  0.981

=====

7.
The following is a DFT calculation (the ωB97M-V functional and the def2-TZVPD basis) of a cluster of 2 separate species, C4H7NO in total at a distorted geometry.

For the total energy, the calculation gives -7790.3968 eV. The spin multiplicity is 2. As for the total charge: +1. The LUMO energy (spin up / spin down) comes out at -3.88 / -7.50 eV. For the gap between HOMO and LUMO (spin up / spin down), the calculation gives 11.198 / 7.875 eV.

Last column: natural (NBO) charge in e.
Cartesian coordinates (Å):
C (-0.6531, 1.6886, -1.0135)  -0.196
C (-0.6206, 1.2857, 0.3810)  0.215
N (-0.3006, 0.0128, 0.4885)  -0.511
C (-0.0493, -0.4813, -0.7897)  0.191
C (-0.3158, 0.5436, -1.7103)  -0.238
H (-1.3311, 2.4765, -1.2964)  0.268
H (-0.7611, 1.9487, 1.2236)  0.252
H (-0.2025, -0.5532, 1.3358)  0.487
H (0.6713, -1.2811, -0.8820)  0.248
H (-0.5440, 0.2820, -2.7338)  0.271
H (1.9630, -1.7141, 2.3299)  0.492
H (1.7033, -2.6512, 1.1642)  0.488
O (1.2554, -2.0681, 1.7854)  -0.968

=====

8.
The following is a DFT calculation (the ωB97M-V functional and the def2-TZVPD basis) of a structure of composition ClLi2 at a distorted geometry.

For the total energy, the calculation gives -12928.0489 eV. As for the total charge: +1. The LUMO energy comes out at -5.25 eV. For the gap between HOMO and LUMO, the calculation gives 8.872 eV.

Last column: natural (NBO) charge in e.
Cartesian coordinates (Å):
Li (0.7177, 1.5139, 0.5689)  0.958
Li (0.2067, -1.3045, -1.3958)  0.965
Cl (-0.9244, -0.2094, 0.8269)  -0.923